(1)
Formula: C3H10N2O2
Source: the Open Molecules 2025 dataset
Level of theory: ωB97M-V with the def2-TZVPD basis set

The spin multiplicity is 1. The maximum force comes out at 1.64 eV/Å. As for the structure (SMILES): CCC(N)(N)OO. For the energy, the calculation gives -380.20503 Ha. The HOMO energy comes out at -9.471 eV.

```
17
C3H10N2O2 ωB97M-V with the def2-TZVPD basis set
C 0.29 -0.30 1.95
C -0.26 -0.79 0.61
C -0.20 0.26 -0.58
N -0.63 1.58 -0.24
N 1.15 0.23 -1.11
O -1.07 -0.13 -1.63
O -0.60 -1.26 -2.34
H 0.34 -1.13 2.65
H -0.34 0.47 2.39
H 1.29 0.11 1.83
H -1.31 -1.06 0.72
H 0.26 -1.70 0.30
H -1.33 1.90 -0.90
H -1.01 1.64 0.69
H 1.75 0.25 -0.26
H 1.30 1.04 -1.71
H 0.37 -1.10 -2.37
```



(2)
Formula: C13H25N3O3RhS
Source: the Open Molecules 2025 dataset
Level of theory: ωB97M-V with the def2-TZVPD basis set

The spin multiplicity is 1. The maximum force comes out at 0.80 eV/Å. As for the net charge: +3. For the energy, the calculation gives -1408.05679 Ha. The HOMO energy comes out at -19.599 eV.

```
46
C13H25N3O3RhS ωB97M-V with the def2-TZVPD basis set
Rh 0.81 -0.23 0.82
C 1.77 1.90 1.51
C 1.03 1.41 2.60
C 1.27 0.11 3.09
C 2.30 -0.65 2.53
C 3.07 -0.15 1.44
C 2.80 1.12 0.95
H 1.64 2.93 1.19
H 0.25 2.02 3.05
H 0.69 -0.29 3.91
H 2.46 -1.66 2.87
H 3.84 -0.77 1.00
H 3.39 1.51 0.13
N -0.74 3.41 -0.68
C -1.52 2.38 -1.50
C -0.56 1.59 -2.42
C -0.35 0.09 -2.15
N 0.80 -0.28 -1.25
C -1.64 -0.56 -1.69
C -2.14 0.07 -0.40
N -1.25 -0.28 0.77
C -2.45 1.55 -0.59
H -0.20 4.02 -1.30
H -0.10 2.97 -0.02
H -1.38 4.01 -0.15
H -2.13 3.02 -2.13
H 0.39 2.11 -2.54
H -1.01 1.62 -3.42
H -0.07 -0.35 -3.11
H 1.64 0.19 -1.58
H 0.94 -1.30 -1.40
H -1.52 -1.63 -1.59
H -2.40 -0.41 -2.46
H -3.09 -0.40 -0.14
H -1.40 -1.30 0.90
H -1.60 0.18 1.60
H -2.61 2.07 0.36
H -3.43 1.57 -1.07
C 0.53 -4.77 0.69
S 0.07 -3.23 0.01
O 0.60 -3.10 -1.33
O -1.34 -3.01 0.18
O 0.83 -2.22 0.94
H 0.03 -5.52 0.06
H 0.17 -4.83 1.71
H 1.61 -4.88 0.62
```



(3)
Formula: C30H50P2RuSe
Source: the Open Molecules 2025 dataset
Level of theory: ωB97M-V with the def2-TZVPD basis set

The spin multiplicity is 6. The maximum force comes out at 3.25 eV/Å. As for the net charge: +1. For the energy, the calculation gives -4351.67275 Ha. The HOMO energy (spin up / spin down) comes out at -9.471 / -10.183 eV.

```
84
C30H50P2RuSe ωB97M-V with the def2-TZVPD basis set
Ru -0.55 -0.67 -1.34
C -2.05 1.65 -0.18
C -2.64 0.83 -1.20
C -1.78 -0.55 0.53
C -1.74 0.87 0.94
C -2.51 -0.55 -0.77
C -1.96 3.17 -0.18
H -1.63 3.55 -1.16
H -1.22 3.55 0.55
H -2.90 3.70 0.05
C -1.45 1.33 2.29
H -1.06 2.36 2.31
H -0.69 0.66 2.76
H -2.37 1.32 2.95
C -1.93 -1.57 1.63
H -2.87 -1.39 2.19
H -1.07 -1.39 2.33
H -1.93 -2.60 1.27
C -3.33 -1.73 -1.25
H -4.37 -1.46 -1.41
H -3.31 -2.52 -0.51
H -2.94 -2.10 -2.19
C -3.39 1.30 -2.36
H -4.36 1.68 -2.00
H -3.56 0.48 -3.09
H -2.88 2.13 -2.88
C 1.62 0.28 -2.31
C 0.42 1.07 -2.46
C -0.17 1.38 -3.85
C -1.04 0.25 -4.47
C -0.96 -1.12 -3.77
C 0.22 -1.78 -3.65
C 1.51 -1.34 -4.32
C 2.30 -0.20 -3.60
H 0.65 1.59 -4.53
H -0.67 0.03 -5.49
H -0.75 2.29 -3.78
H 2.35 0.69 -4.27
H 2.17 0.18 -1.38
H -0.07 1.62 -1.62
H 3.33 -0.55 -3.40
H 2.16 -2.24 -4.42
H 0.28 -2.76 -3.15
H 1.26 -1.03 -5.35
H -2.09 0.56 -4.58
H -1.91 -1.61 -3.61
P 1.88 1.87 0.55
C 1.73 2.84 2.11
H 2.56 3.50 2.38
H 1.59 2.14 2.93
H 0.81 3.43 2.08
C 3.69 1.41 0.56
H 4.39 2.25 0.70
H 3.92 0.94 -0.40
H 3.87 0.66 1.33
C 1.91 3.30 -0.64
H 2.01 2.89 -1.65
H 2.67 4.09 -0.51
H 0.93 3.77 -0.65
P 1.03 -2.42 0.00
C -0.21 -3.44 -0.97
H 0.25 -4.23 -1.56
H -0.69 -2.71 -1.63
H -1.05 -3.84 -0.39
C 2.63 -2.61 -0.96
H 2.51 -2.34 -2.02
H 3.13 -3.60 -0.94
H 3.35 -1.91 -0.52
C 1.40 -3.68 1.29
H 1.75 -4.66 0.98
H 0.53 -3.86 1.89
H 2.15 -3.30 1.98
Se 1.33 -0.62 2.20
C 0.89 -0.92 4.14
C 0.23 -2.12 4.50
C -0.47 -2.21 5.72
C -0.53 -1.12 6.60
C 0.14 0.05 6.25
C 0.85 0.17 5.04
H 0.10 -2.93 3.76
H -1.01 -3.12 5.94
H -1.11 -1.19 7.51
H 0.07 0.91 6.89
H 1.20 1.15 4.74
```



(4)
Formula: C24H21ClN2PTi
Source: the Open Molecules 2025 dataset
Level of theory: ωB97M-V with the def2-TZVPD basis set

The spin multiplicity is 2. The maximum force comes out at 3.83 eV/Å. As for the net charge: +2. For the energy, the calculation gives -2687.04668 Ha. The HOMO energy (spin up / spin down) comes out at -14.812 / -14.797 eV.

```
50
C24H21ClN2PTi ωB97M-V with the def2-TZVPD basis set
Ti 0.77 -0.48 1.41
Cl 1.72 1.35 2.22
P -0.11 0.20 -0.78
C -1.46 -0.67 -1.62
C -1.29 -1.49 -2.75
C -2.39 -2.15 -3.29
C -3.66 -2.03 -2.71
C -3.83 -1.23 -1.57
C -2.74 -0.55 -1.03
C -0.33 1.95 -1.24
C 0.71 2.84 -0.93
C 0.58 4.20 -1.20
C -0.59 4.69 -1.78
C -1.63 3.81 -2.11
C -1.51 2.45 -1.82
C 1.49 -0.22 -1.59
C 2.46 -0.77 -0.74
C 3.70 -1.11 -1.27
C 4.00 -0.86 -2.61
C 3.06 -0.23 -3.44
C 1.80 0.09 -2.92
H 1.63 2.44 -0.47
H 1.39 4.88 -0.96
H -0.69 5.75 -1.99
H -2.52 4.18 -2.60
H -2.32 1.76 -2.05
H -0.30 -1.58 -3.19
H -2.27 -2.76 -4.19
H -4.52 -2.55 -3.14
H -4.81 -1.15 -1.10
H -2.86 0.09 -0.15
H 2.31 -0.92 0.39
H 4.45 -1.58 -0.61
H 4.97 -1.15 -3.00
H 3.30 -0.01 -4.48
H 1.06 0.60 -3.55
H 0.02 -1.82 0.61
H 0.81 -2.15 0.93
N -0.17 -0.75 8.54
C -0.14 -0.88 7.37
C -0.08 -1.05 5.94
C 1.15 -1.23 5.31
C 1.19 -1.38 3.93
N 0.06 -1.21 3.18
C -1.15 -1.20 3.80
C -1.25 -1.08 5.18
H 2.08 -1.20 5.88
H 2.12 -1.60 3.39
H -2.02 -1.26 3.14
H -2.23 -0.96 5.65
```



(5)
Formula: C3H7NO
Source: the Open Molecules 2025 dataset
Level of theory: ωB97M-V with the def2-TZVPD basis set

The spin multiplicity is 1. The maximum force comes out at 1.60 eV/Å. For the energy, the calculation gives -248.34728 Ha. The HOMO energy (spin up / spin down) comes out at -9.048 / -9.414 eV.

```
12
C3H7NO ωB97M-V with the def2-TZVPD basis set
C -1.02 0.50 -0.39
C 0.06 -0.88 1.15
C 0.52 0.24 0.28
O 0.76 1.25 1.04
N 1.44 -0.08 -0.79
H -1.33 -0.35 -1.02
H -1.78 0.73 0.36
H -0.84 1.38 -1.01
H -0.80 -1.51 0.89
H 0.30 -0.81 2.21
H 1.33 -1.03 -1.14
H 1.35 0.58 -1.56
```



Q: What is the formula in the third record?
A: C30H50P2RuSe



Q: Number 3 is which compound?
A: C30H50P2RuSe